(1)
This record from the OMol25 dataset describes a molecular structure, C5H9N3 in a non-equilibrium geometry. The level of theory is ωB97M-V/def2-TZVPD.

Cartesian coordinates (Å):
N  0.919  0.066  -1.067
N  0.765  1.276  -1.863
N  -1.497  0.123  -0.525
C  -0.238  -0.226  -0.223
C  2.193  0.321  -0.365
C  -1.340  -1.126  1.489
C  -0.012  -0.984  0.997
C  -2.275  -0.428  0.512
H  -1.450  -1.527  2.608
H  3.125  0.675  -0.910
H  1.884  1.097  0.475
H  0.858  -1.339  1.568
H  0.467  2.342  -1.135
H  -2.887  0.362  0.889
H  0.005  0.974  -2.493
H  2.552  -0.621  0.079
H  -3.070  -0.986  -0.036

Results
Multiplicity: 1
ΔE to the lowest compared entry with this formula, charge and spin in eV: 4.4877
Gap between HOMO and LUMO in eV: 9.384

---

(2)
This record from the OMol25 dataset describes a single C5H9N3 molecule in a non-equilibrium geometry. The level of theory is ωB97M-V/def2-TZVPD.

Cartesian coordinates (Å):
N  -1.189  0.108  -0.257
N  1.233  0.273  -0.433
N  0.796  1.551  0.127
C  0.937  -0.672  0.480
C  -2.632  -0.253  -0.137
C  -0.464  1.283  0.115
C  -0.365  -1.219  0.140
C  2.429  -0.596  -0.221
H  2.688  -1.273  -0.959
H  -0.265  -2.143  -0.654
H  0.830  -0.266  1.470
H  3.164  -0.269  0.657
H  -1.162  -1.477  1.078
H  -2.832  -1.363  -0.533
H  -1.062  2.015  0.167
H  -3.576  0.499  -0.576
H  -3.088  -0.506  1.024

Results
Multiplicity: 1
ΔE to the lowest compared entry with this formula, charge and spin in eV: 8.1239
Gap between HOMO and LUMO in eV: 9.310

---

no.,total energy (Ha),lowest unoccupied orbital energy (eV)
1,-360.032346,0.57
2,-359.898719,0.85